Entry 1:
# C27H49ClIN3O3P

A 2-piece molecular cluster, C27H49ClIN3O3P overall (wB97M-V/def2-TZVPD, the Open Molecules 2025 dataset).

- Calculated total energy: -69311.0802 eV
- Multiplicity: 1
- Net charge: +1
- Kohn-Sham gap: 7.5 eV
- LUMO level: -4.150 eV

Each line ends with the Löwdin charge.
Element x y z (Å)
C 2.251 -3.846 1.408  -0.1150
O 3.299 -3.473 2.266  -0.1834
C 3.297 -2.102 2.622  -0.2395
C 4.658 -1.474 2.366  -0.1633
C 5.194 -1.762 0.950  -0.1663
C 5.639 -0.497 0.167  -0.2098
C 4.946 -0.429 -1.190  -0.2602
C 5.531 0.627 -2.130  -0.2010
C 4.563 1.142 -3.221  -0.1923
C 3.381 0.217 -3.544  -0.1904
C 2.030 0.641 -2.921  -0.1870
C 1.328 -0.454 -2.092  -0.1639
C 1.132 -0.203 -0.593  -0.1690
C 0.398 1.055 -0.234  -0.1660
C 1.038 2.226 0.157  -0.5455
I 3.119 2.330 0.365  1.1892
C 0.299 3.379 0.512  -0.4279
P 1.122 4.997 0.926  0.8193
C 1.194 4.834 2.728  -0.2584
O -0.116 6.063 0.840  -0.2953
N -1.014 3.350 0.517  0.1529
N -1.612 2.225 0.168  -0.0444
C -3.082 2.301 0.221  -0.0460
C -3.658 1.636 1.455  -0.4087
C -2.748 1.342 2.617  -0.0061
N -4.881 1.362 1.408  0.1731
C -1.013 1.096 -0.213  -0.1646
C -1.866 -0.079 -0.574  -0.1174
C -2.358 -0.115 -2.053  -0.6735
C -2.212 -1.491 -2.706  -0.0961
Cl -1.648 1.186 -3.046  0.7150
H 1.270 -3.706 1.879  0.0881
H 2.267 -3.238 0.494  0.0697
H 2.372 -4.894 1.157  0.0925
H 2.509 -1.570 2.071  0.1019
H 3.036 -2.026 3.682  0.1235
H 5.340 -1.915 3.094  0.1154
H 4.587 -0.407 2.575  0.0989
H 6.025 -2.458 1.008  0.1157
H 4.399 -2.247 0.384  0.0908
H 6.720 -0.515 0.034  0.1166
H 5.374 0.373 0.770  0.0481
H 5.008 -1.415 -1.651  0.1210
H 3.896 -0.183 -1.013  0.0427
H 5.822 1.482 -1.511  0.0940
H 6.463 0.260 -2.558  0.1139
H 4.215 2.143 -2.965  0.0918
H 5.143 1.270 -4.135  0.1050
H 3.605 -0.820 -3.309  0.0976
H 3.233 0.253 -4.623  0.1078
H 1.360 0.906 -3.739  0.0929
H 2.154 1.563 -2.352  0.0631
H 0.365 -0.691 -2.543  0.0669
H 1.923 -1.364 -2.173  0.1158
H 0.574 -1.054 -0.202  0.1094
H 2.073 -0.205 -0.049  0.0505
H 1.447 5.824 3.105  0.0501
H 0.246 4.541 3.175  0.0492
H 1.990 4.145 2.997  0.0270
H -0.192 6.363 -0.074  0.0559
H -3.506 1.895 -0.690  0.1177
H -3.344 3.355 0.259  0.1464
H -2.074 0.521 2.365  0.0848
H -2.169 2.213 2.923  0.0824
H -3.337 1.010 3.467  0.0916
H -5.195 0.919 2.269  0.0779
H -1.295 -0.976 -0.359  0.1099
H -2.756 -0.130 0.048  0.1050
H -3.423 0.102 -2.026  0.0871
H -3.144 -1.776 -3.189  0.0850
H -1.442 -1.502 -3.472  0.0679
H -2.001 -2.259 -1.964  0.0851
C -7.807 -2.464 0.704  -0.1615
C -6.673 -2.441 -0.319  -0.1646
C -5.596 -1.685 0.446  -0.2344
O -5.780 -1.985 1.829  -0.1517
C -7.045 -2.638 2.012  -0.1921
H -8.534 -3.255 0.534  0.1154
H -8.334 -1.508 0.700  0.1166
H -6.342 -3.459 -0.537  0.1151
H -6.939 -1.962 -1.260  0.1126
H -5.699 -0.606 0.310  0.0856
H -4.583 -1.982 0.151  0.1066
H -6.863 -3.695 2.229  0.1194
H -7.554 -2.193 2.866  0.1183

=====

Entry 2:
# C27H49F2NO2Si2Tb

C27H49F2NO2Si2Tb as an isolated structure (wB97M-V/def2-TZVPD, the Open Molecules 2025 dataset).

- Calculated total energy: -77998.8024 eV
- Multiplicity: 7
- Net charge: +1
- Kohn-Sham gap (spin up / spin down): 7.9 / 7.9 eV
- LUMO level (spin up / spin down): -3.118 / -3.046 eV

Each line ends with the Löwdin charge.
Element x y z (Å)
O 1.272 0.962 0.224  -0.4138
O 2.512 -2.144 2.838  -0.2349
C 2.442 0.591 -0.614  -0.1909
C 3.074 1.811 -1.249  -0.0483
H 2.033 -0.098 -1.360  0.1079
H 3.136 0.046 0.038  0.1265
H 2.380 2.361 -1.902  0.0678
H 3.912 1.495 -1.879  0.1031
H 3.474 2.488 -0.483  0.0762
C 1.511 2.040 1.211  -0.2317
C 2.718 1.798 2.108  -0.0435
H 0.572 2.135 1.778  0.1200
H 1.669 2.963 0.650  0.1086
H 2.733 0.791 2.552  0.0802
H 2.679 2.539 2.925  0.1023
H 3.663 1.963 1.565  0.0833
C 1.882 -2.573 4.068  -0.2736
C 3.894 -2.519 2.753  -0.2698
C 1.676 -1.422 5.030  -0.0701
H 2.500 -3.341 4.574  0.1263
H 0.917 -3.021 3.787  0.1045
H 2.635 -1.006 5.357  0.0680
H 1.152 -1.801 5.910  0.0842
H 1.073 -0.633 4.568  0.0740
C 4.748 -1.870 3.827  -0.0786
H 4.208 -2.233 1.741  0.1115
H 3.983 -3.615 2.851  0.1219
H 4.564 -0.791 3.892  0.0748
H 5.799 -2.038 3.583  0.0826
H 4.571 -2.323 4.809  0.0791
H 1.273 -1.710 1.128  0.0202
Tb -0.855 1.053 -0.458  1.6684
C 0.337 -2.218 0.803  -0.1818
Si 0.639 -4.074 0.469  0.4813
H -0.402 -2.089 1.608  0.0363
H -0.047 -1.744 -0.114  -0.0099
C 2.255 -4.220 -0.479  -0.1813
C -0.705 -4.890 -0.558  -0.1801
C 0.889 -5.190 1.965  -0.1729
C -0.417 0.513 -2.651  -0.4636
Si -1.928 0.398 -3.747  0.3797
H 0.213 -0.385 -2.815  0.0018
H 0.204 1.352 -3.039  -0.0048
C -2.594 -1.365 -3.770  -0.1838
C -1.476 0.976 -5.477  -0.1875
C -3.384 1.473 -3.196  -0.1793
H 1.326 -6.134 1.605  0.0447
H -0.061 -5.427 2.460  0.0375
H 1.578 -4.770 2.709  0.0051
H 2.163 -3.779 -1.480  0.0308
H 2.518 -5.281 -0.590  0.0394
H 3.070 -3.717 0.058  0.0162
H -1.100 -4.227 -1.337  0.0208
H -1.540 -5.231 0.067  0.0336
H -0.287 -5.778 -1.056  0.0415
H -0.457 0.665 -5.740  0.0309
H -1.518 2.072 -5.542  0.0320
H -2.167 0.565 -6.225  0.0351
H -3.089 2.513 -2.999  0.0235
H -3.886 1.081 -2.299  0.0254
H -4.136 1.490 -4.003  0.0505
H -3.342 -1.472 -4.570  0.0393
H -3.081 -1.609 -2.814  0.0285
H -1.793 -2.097 -3.945  0.0304
F -6.263 0.415 1.511  0.0488
C -5.315 1.309 1.066  -0.2274
C -3.982 0.889 1.013  -0.0818
C -3.102 1.727 0.373  -0.2460
C -3.423 3.011 -0.090  -0.1867
C -4.797 3.353 0.013  -0.1723
F -5.311 4.456 -0.643  0.0392
C -5.742 2.553 0.624  0.0730
C -2.407 3.893 -0.704  -0.2075
C -2.639 5.235 -0.991  0.0160
C -1.710 5.987 -1.702  -0.0135
C -0.488 5.401 -2.034  -0.0403
C -0.244 4.083 -1.650  -0.1046
N -1.174 3.340 -0.974  -0.0525
H -3.687 -0.072 1.442  0.1042
H -6.776 2.875 0.714  0.1424
H -3.566 5.679 -0.656  0.1198
H -1.944 7.015 -1.974  0.1256
H 0.278 5.961 -2.575  0.1174
H 0.707 3.591 -1.882  0.0906

=====

Entry 3:
# C27H49MnN6O

C27H49MnN6O as an isolated structure (wB97M-V/def2-TZVPD, the Open Molecules 2025 dataset).

- Calculated total energy: -71076.7914 eV
- Multiplicity: 7
- Net charge: +2
- Kohn-Sham gap (spin up / spin down): 3.6 / 2.7 eV
- LUMO level (spin up / spin down): -10.891 / -11.734 eV

Each line ends with the Löwdin charge.
Element x y z (Å)
Mn -1.582 -2.919 -2.591  1.5549
C 0.567 -0.304 0.315  0.0340
C -0.489 -0.640 -0.775  -0.4279
C -0.091 -0.019 -2.091  -0.0639
O -0.710 -2.023 -0.952  -0.1473
H 1.535 -0.787 0.183  0.0709
H 0.222 -0.466 1.336  0.0701
H 0.718 0.764 0.157  0.0791
H -1.385 -0.152 -0.393  0.1640
H -0.102 1.052 -1.892  0.1041
H -0.777 -0.309 -2.887  0.0388
H 0.851 -0.366 -2.515  0.0895
C -0.492 -2.036 -7.595  -0.1026
C 0.884 -1.493 -7.944  -0.2842
C 1.784 -1.179 -6.825  -0.1878
C 1.091 -0.280 -5.927  -0.2079
N 0.560 0.486 -5.236  0.1791
H -1.134 -2.099 -8.474  0.0862
H -0.952 -1.332 -6.903  0.0547
H -0.484 -3.040 -7.170  0.0667
H 0.639 -0.718 -8.670  0.1277
H 1.518 -2.163 -8.525  0.1235
H 2.786 -0.916 -7.164  0.1439
H 1.809 -2.114 -6.265  0.1243
C -3.050 0.652 2.180  -0.1035
C -4.388 -0.088 2.164  -0.2259
C -4.281 -1.457 1.508  -0.2215
C -3.116 -2.242 1.855  -0.2265
N -2.200 -2.887 2.192  0.1654
H -2.309 0.232 2.860  0.0730
H -3.287 1.567 2.723  0.0804
H -2.555 0.876 1.235  0.0309
H -5.151 0.452 1.605  0.1148
H -4.753 -0.318 3.165  0.1244
H -4.256 -1.263 0.435  0.0911
H -5.237 -1.980 1.489  0.1265
C 4.071 -1.216 -1.565  -0.0945
C 4.312 -0.091 -0.533  -0.2575
C 4.433 -0.417 0.947  -0.1645
C 3.612 -1.639 1.354  -0.1924
N 2.959 -2.533 1.721  0.1714
H 4.072 -0.649 -2.496  0.0735
H 3.097 -1.704 -1.558  0.0453
H 4.834 -1.974 -1.388  0.0859
H 3.468 0.595 -0.613  0.0890
H 5.204 0.498 -0.746  0.1201
H 4.447 0.480 1.566  0.1058
H 5.354 -0.941 1.204  0.1183
C 0.166 4.815 4.121  -0.0751
C -0.603 3.601 3.502  -0.2295
C -0.106 3.097 2.135  -0.2076
C 1.290 2.701 2.039  -0.2335
N 2.356 2.291 1.930  0.1675
H -0.242 5.162 5.070  0.0759
H -0.081 5.652 3.469  0.0724
H 1.236 4.604 4.146  0.0740
H -1.669 3.787 3.368  0.1019
H -0.528 2.780 4.216  0.1032
H -0.287 3.801 1.324  0.1022
H -0.541 2.184 1.729  0.0680
C 2.767 -3.647 7.588  -0.0814
C 1.951 -3.418 6.293  -0.2679
C 1.379 -2.013 6.024  -0.1722
C 0.701 -1.829 4.658  -0.1685
N 0.199 -1.707 3.608  0.1154
H 3.142 -4.668 7.664  0.0764
H 2.132 -3.397 8.438  0.0766
H 3.615 -2.966 7.503  0.0711
H 1.066 -4.055 6.287  0.1018
H 2.368 -3.835 5.376  0.1036
H 2.087 -1.227 6.290  0.1123
H 0.546 -1.729 6.667  0.1087
C -1.927 2.621 -3.979  -0.1003
C -3.436 2.490 -3.639  -0.2237
C -3.771 2.012 -2.220  -0.1809
C -2.912 2.607 -1.183  -0.2017
N -2.233 3.122 -0.375  0.1898
H -1.768 2.854 -5.032  0.0791
H -1.382 1.699 -3.778  0.0059
H -1.311 3.366 -3.475  0.0829
H -4.073 1.941 -4.333  0.1084
H -3.847 3.472 -3.875  0.1141
H -3.505 0.962 -2.093  0.0857
H -4.829 1.970 -1.964  0.1263

=====

Entry 4:
# C27H49NO2P2Re

C27H49NO2P2Re as an isolated structure (wB97M-V/def2-TZVPD, the Open Molecules 2025 dataset).

- Calculated total energy: -55035.5091 eV
- Multiplicity: 4
- Net charge: +4
- Kohn-Sham gap (spin up / spin down): 4.7 / 4.3 eV
- LUMO level (spin up / spin down): -15.227 / -15.623 eV

Each line ends with the Löwdin charge.
Element x y z (Å)
Re 0.327 -0.185 -0.528  0.9112
C -1.254 0.349 -1.584  -0.2843
O -2.254 0.809 -1.991  0.1639
C 1.207 -1.032 -2.127  -0.1675
O 1.805 -1.499 -3.013  0.2140
P 1.007 1.987 -0.312  0.8831
C 2.774 2.445 0.145  -0.5206
H 2.978 3.469 -0.171  0.0982
C 1.255 2.639 -2.309  -0.3444
H 1.522 1.645 -2.750  0.0930
C 0.121 3.664 0.305  -0.4613
H 0.215 3.465 1.403  0.0911
C -2.925 -1.842 1.134  -0.4974
P -1.072 -1.846 0.554  0.9653
H -1.162 -4.160 1.478  0.1103
H -2.757 -1.349 2.112  0.0914
C -1.539 -3.232 -0.983  -0.3194
H -2.362 -3.822 -0.556  0.1103
C -0.026 3.145 -2.981  -0.0766
H -0.236 4.196 -2.716  0.0959
H -0.904 2.509 -2.789  0.0519
H 0.150 3.138 -4.074  0.1293
C 2.389 3.627 -2.609  -0.0537
H 2.368 3.850 -3.688  0.1335
H 3.391 3.236 -2.397  0.0813
H 2.246 4.585 -2.088  0.0878
C 0.809 5.001 0.040  -0.0489
H 1.867 5.033 0.358  0.0968
H 0.267 5.753 0.645  0.1317
H 0.714 5.328 -1.011  0.0893
C -1.365 3.680 -0.069  -0.0726
H -1.863 4.349 0.662  0.1247
H -1.809 2.670 -0.008  0.0633
H -1.518 4.104 -1.081  0.0912
C 2.875 2.394 1.663  -0.0962
H 2.252 3.161 2.131  0.0875
H 3.921 2.548 1.956  0.1153
H 2.537 1.411 1.992  0.0479
C 3.789 1.550 -0.540  -0.0932
H 3.748 0.550 -0.116  0.0362
H 4.797 1.940 -0.370  0.1216
H 3.653 1.451 -1.617  0.0711
C -3.645 -3.161 1.412  -0.0537
H -3.072 -3.900 1.974  0.0834
H -4.015 -3.634 0.496  0.1030
H -4.541 -2.942 2.011  0.1311
C -3.819 -0.927 0.327  -0.0729
H -4.078 -1.351 -0.649  0.0890
C 0.927 -3.708 1.515  -0.1228
H -3.380 0.059 0.170  0.0672
H -4.766 -0.795 0.870  0.1270
C -0.787 -2.856 3.163  -0.0791
H 1.577 -3.087 2.142  0.0668
H 1.046 -4.758 1.826  0.1276
H 1.268 -3.620 0.473  0.0528
C -0.527 -3.300 1.711  -0.4884
H -0.259 -3.536 3.831  0.1245
H -1.858 -2.849 3.409  0.0942
H -0.383 -1.839 3.299  0.0928
C -0.409 -4.191 -1.344  -0.0584
H 0.464 -3.631 -1.728  0.0787
H -0.754 -4.842 -2.165  0.1383
H -0.115 -4.850 -0.518  0.0877
C -2.047 -2.571 -2.264  -0.0734
H -2.833 -1.824 -2.106  0.0642
H -2.446 -3.356 -2.927  0.1376
H -1.202 -2.101 -2.801  0.0744
H -1.237 -1.214 2.063  0.2078
H 0.492 1.988 1.257  0.1885
N 1.874 -0.713 0.936  0.0044
C 2.960 -1.225 1.192  -0.0613
C 4.188 -1.780 1.567  -0.2128
C 5.207 -0.969 2.135  0.0078
C 6.401 -1.523 2.535  -0.0118
C 6.669 -2.896 2.370  0.0623
C 5.649 -3.719 1.791  0.0073
C 4.463 -3.150 1.369  -0.0078
H 4.997 0.109 2.275  0.1284
H 7.191 -0.882 2.973  0.1481
H 7.589 -3.334 2.708  0.1349
H 5.847 -4.781 1.664  0.1356
H 3.690 -3.786 0.893  0.1247

=====

Entry 5:
# C27H50Cl22N5OS

C27H50Cl22N5OS as an isolated structure (wB97M-V/def2-TZVPD, the Open Molecules 2025 dataset).

- Calculated total energy: -324613.3902 eV
- Multiplicity: 1
- Net charge: +1
- Kohn-Sham gap: 7.5 eV
- LUMO level: -3.444 eV

Each line ends with the Löwdin charge.
Element x y z (Å)
C 1.664 1.120 3.394  -0.1785
C 0.406 0.945 4.455  -0.2504
C -0.704 -0.189 3.974  -0.1980
C -2.224 0.421 3.824  -0.2373
C -2.820 0.360 2.284  -0.1974
C -3.109 -1.193 1.793  -0.2085
C -4.016 -1.245 0.404  -0.1518
C -3.409 -2.334 -0.680  -0.1619
N -2.486 -1.573 -1.606  -0.3125
C -1.150 -2.249 -1.826  0.1083
N -0.495 -1.216 -2.728  -0.0734
C 0.940 -1.559 -3.134  -0.1274
C 1.886 -0.406 -2.377  -0.1708
C 2.674 0.558 -3.451  -0.2736
C 3.328 1.825 -2.642  -0.4405
S 2.013 3.169 -2.358  0.7919
C 2.425 4.667 -3.405  -0.4772
N 3.402 5.805 -3.168  -0.0052
N 3.311 6.662 -4.274  -0.0138
C 2.277 6.060 -5.205  -0.0373
O 1.707 4.782 -4.688  -0.1117
C -1.357 -0.015 -3.049  0.0498
N -2.606 -0.361 -2.267  -0.2112
H 2.280 2.057 3.782  0.0759
H 1.279 1.259 2.292  -0.0237
H 2.406 0.197 3.480  0.0812
H -0.070 2.029 4.562  0.0826
H 0.802 0.655 5.543  0.0829
H -0.297 -0.682 2.983  0.0978
H -0.686 -1.039 4.812  0.1073
H -2.919 -0.123 4.606  0.0464
H -2.169 1.552 4.120  0.0952
H -2.017 0.896 1.590  0.1061
H -3.811 0.986 2.279  0.1134
H -2.109 -1.784 1.647  0.0138
H -3.771 -1.718 2.622  0.1167
H -4.025 -0.136 -0.023  0.1164
H -5.137 -1.523 0.613  0.1220
H -4.222 -2.904 -1.299  0.1219
H -2.721 -3.106 -0.083  0.0692
H -0.730 -3.282 -1.408  0.1105
H 1.241 -2.643 -2.735  0.1320
H 1.084 -1.564 -4.303  0.1447
H 2.592 -1.007 -1.652  0.1300
H 1.183 0.321 -1.744  0.0918
H 1.928 1.001 -4.266  0.1173
H 3.513 -0.098 -3.961  0.0752
H 3.750 1.487 -1.599  0.1032
H 4.235 2.236 -3.277  0.0771
H 1.965 6.505 -6.245  0.0531
H -1.070 0.904 -3.718  0.1729
C 6.285 -1.622 -5.430  -1.0212
Cl 5.220 -2.390 -4.247  0.4975
Cl 6.985 -0.133 -4.784  0.4913
H 7.093 -2.313 -5.684  0.0351
H 5.708 -1.384 -6.327  -0.0380
C -0.984 6.930 -8.123  -1.0102
Cl 0.720 6.513 -8.336  0.5337
Cl -1.171 8.624 -7.655  0.5169
H -1.512 6.761 -9.065  0.0314
H -1.411 6.296 -7.343  0.0298
C -4.266 0.574 7.181  -0.9777
Cl -2.940 1.740 7.277  0.5233
Cl -5.065 0.648 5.606  0.5416
H -3.866 -0.432 7.330  0.0305
H -4.996 0.801 7.962  0.0341
C -1.074 -4.589 2.782  -0.9668
Cl -0.829 -3.676 1.288  0.5555
Cl -2.795 -4.836 3.102  0.5426
H -0.586 -5.562 2.688  -0.0600
H -0.633 -4.034 3.614  0.0452
C 1.115 0.118 8.734  -1.0219
Cl 2.223 -0.973 7.893  0.4996
Cl -0.567 -0.263 8.348  0.4814
H 1.265 0.015 9.812  0.0311
H 1.327 1.145 8.429  0.0316
C 1.820 -6.755 -0.086  -0.9886
Cl 2.116 -6.048 1.507  0.5002
Cl 0.824 -5.686 -1.081  0.4891
H 2.778 -6.916 -0.586  0.0363
H 1.304 -7.709 0.039  0.0286
C -4.016 -2.129 -4.990  -0.9151
Cl -3.721 -1.422 -3.397  0.8666
Cl -5.013 -1.060 -5.985  0.5201
H -3.058 -2.290 -5.491  0.0336
H -4.533 -3.083 -4.866  0.0356
C 4.658 1.864 -7.848  -0.9916
Cl 5.091 0.222 -8.338  0.5396
Cl 4.904 2.097 -6.113  0.5099
H 5.283 2.575 -8.395  0.0367
H 3.606 2.040 -8.085  0.0311
C 0.131 4.071 0.879  -0.9707
Cl 0.565 2.429 0.390  0.5046
Cl 0.377 4.303 2.615  0.5566
H 0.756 4.782 0.333  0.0303
H -0.921 4.247 0.643  0.0363
C 1.317 -8.988 4.146  -1.0008
Cl 1.612 -8.282 5.740  0.5202
Cl 0.321 -7.920 3.151  0.5037
H 2.275 -9.150 3.646  0.0325
H 0.800 -9.943 4.271  0.0338
C -3.777 5.165 6.302  -1.0465
Cl -2.451 6.331 6.398  0.4987
Cl -4.576 5.239 4.728  0.4893
H -3.377 4.159 6.452  -0.0529
H -4.507 5.392 7.083  0.0325